The following is a DFT calculation (ωB97M-V/def2-TZVPD) of C51H52N4O8SiTeV as an isolated structure.

Each line ends with the Mulliken spin population.
Geometry (Å):
V (1.952, -0.130, -1.045)  1.00
O (-0.025, -4.320, -1.833)  0.00
C (0.287, -3.161, -2.418)  0.00
O (-0.471, -2.283, -2.704)  0.00
C (1.744, -3.092, -2.770)  0.01
C (2.320, -4.127, -3.493)  0.00
C (3.575, -3.950, -4.038)  0.00
C (4.202, -2.723, -3.882)  0.00
C (3.564, -1.779, -3.121)  0.02
N (2.387, -1.957, -2.519)  0.00
C (4.040, -0.397, -2.883)  0.01
O (5.005, 0.147, -3.520)  0.01
O (3.560, 0.208, -1.914)  -0.03
H (-0.979, -4.320, -1.675)  0.00
H (1.771, -5.046, -3.647)  0.00
H (4.046, -4.743, -4.603)  0.00
H (5.171, -2.534, -4.328)  0.00
H (5.220, -0.323, -4.339)  0.00
C (-6.802, -6.585, 0.375)  0.00
C (-5.719, -5.568, 0.627)  0.00
C (-5.174, -4.823, -0.406)  0.00
C (-4.210, -3.841, -0.198)  0.00
C (-3.763, -3.069, -1.420)  0.00
C (-3.769, -3.628, 1.117)  0.00
Te (-2.429, -2.137, 1.771)  0.00
N (-1.118, -1.870, 0.272)  0.01
C (0.116, -1.819, 0.599)  0.00
O (1.014, -1.315, -0.281)  0.07
C (0.731, -2.258, 1.882)  0.00
C (1.493, -1.357, 2.622)  0.01
C (1.981, -1.730, 3.864)  0.00
C (1.740, -3.007, 4.351)  0.00
C (1.007, -3.919, 3.599)  0.00
C (0.496, -3.545, 2.366)  0.00
C (-3.611, -0.460, 1.336)  0.00
C (-4.743, -0.563, 0.538)  0.00
C (-5.481, 0.577, 0.253)  0.00
C (-5.100, 1.792, 0.805)  0.00
C (-3.988, 1.873, 1.636)  0.00
C (-3.207, 0.755, 1.912)  0.00
C (-1.968, 0.881, 2.769)  0.00
C (-4.290, -4.384, 2.197)  0.00
C (-3.861, -4.205, 3.643)  0.00
C (-5.256, -5.336, 1.921)  0.00
H (-6.905, -6.811, -0.686)  0.00
H (-7.761, -6.204, 0.733)  0.00
H (-6.602, -7.511, 0.915)  0.00
H (-5.514, -5.004, -1.423)  0.00
H (-4.617, -2.566, -1.878)  0.00
H (-3.409, -3.761, -2.191)  0.00
H (-3.008, -2.315, -1.222)  0.00
H (1.667, -0.358, 2.240)  0.00
H (2.546, -1.021, 4.457)  0.00
H (2.133, -3.299, 5.318)  0.00
H (0.840, -4.922, 3.971)  0.00
H (-0.045, -4.260, 1.755)  0.00
H (-5.073, -1.525, 0.171)  0.00
H (-6.355, 0.511, -0.385)  0.00
H (-5.679, 2.686, 0.598)  0.00
H (-3.726, 2.824, 2.088)  0.00
H (-1.898, 1.868, 3.217)  0.00
H (-1.069, 0.740, 2.159)  0.00
H (-1.959, 0.156, 3.583)  0.00
H (-2.781, -4.289, 3.767)  0.00
H (-4.316, -4.972, 4.266)  0.00
H (-4.179, -3.239, 4.046)  0.00
H (-5.672, -5.913, 2.743)  0.00
C (4.371, 1.958, 2.544)  0.00
C (4.407, 2.601, 1.144)  0.00
C (5.240, 1.692, 0.231)  0.00
C (5.086, 3.983, 1.186)  0.00
Si (2.656, 2.796, 0.458)  0.01
O (2.186, 1.256, -0.106)  -0.05
C (2.613, 3.918, -1.029)  0.00
C (2.226, 5.254, -0.868)  0.00
C (2.166, 6.117, -1.956)  0.00
C (2.475, 5.656, -3.230)  0.00
C (2.864, 4.335, -3.411)  0.00
C (2.939, 3.478, -2.319)  0.00
C (1.448, 3.511, 1.680)  0.00
C (1.888, 4.296, 2.754)  0.00
C (0.993, 4.996, 3.553)  0.00
C (-0.367, 4.950, 3.275)  0.00
C (-0.822, 4.188, 2.206)  0.00
C (0.070, 3.466, 1.425)  0.00
H (5.393, 1.853, 2.929)  0.00
H (3.931, 0.953, 2.508)  0.00
H (3.807, 2.545, 3.269)  0.00
H (6.257, 1.613, 0.633)  0.00
H (5.313, 2.088, -0.788)  0.00
H (4.829, 0.684, 0.186)  0.00
H (6.107, 3.876, 1.573)  0.00
H (4.568, 4.698, 1.829)  0.00
H (5.151, 4.426, 0.188)  0.00
H (1.963, 5.629, 0.117)  0.00
H (1.879, 7.153, -1.809)  0.00
H (2.412, 6.326, -4.080)  0.00
H (3.119, 3.973, -4.402)  0.00
H (3.268, 2.460, -2.478)  0.00
H (2.945, 4.385, 2.973)  0.00
H (1.359, 5.590, 4.383)  0.00
H (-1.067, 5.514, 3.881)  0.00
H (-1.881, 4.175, 1.969)  0.00
H (-0.305, 2.869, 0.599)  0.00
C (-2.338, 2.474, -2.113)  0.00
N (-1.127, 1.885, -2.695)  0.00
C (-0.842, 2.039, -4.029)  0.00
C (0.253, 1.527, -4.603)  0.00
C (1.194, 0.786, -3.805)  0.01
O (2.223, 0.310, -4.286)  0.00
N (0.881, 0.655, -2.437)  -0.05
C (-0.273, 1.185, -1.875)  -0.02
O (-0.498, 1.031, -0.678)  0.00
H (-3.145, 2.420, -2.840)  0.00
H (-2.166, 3.516, -1.835)  0.00
H (-2.608, 1.913, -1.227)  0.00
H (-1.569, 2.609, -4.593)  0.00
H (0.456, 1.643, -5.656)  0.00

Calculated values
2S+1 ... 2
Total charge ... +2
LUMO (alpha / beta) ... -5.77 / -5.90 eV
HOMO energy (alpha / beta) ... -0.474 / -0.474 hartree
HOMO-LUMO gap (alpha / beta) ... 7.134 / 7.003 eV



The following is a DFT calculation (ωB97M-V/def2-TZVPD) of a 5-piece molecular cluster, C23H25N5 overall.

Each line ends with the natural charge from an NBO analysis.
Geometry (Å):
N (-0.656, -1.298, -1.041)  -0.51
C (-1.811, -0.586, -0.758)  -0.08
C (-1.611, -0.011, 0.478)  -0.30
C (-0.343, -0.353, 0.932)  -0.33
C (0.208, -1.207, 0.010)  -0.08
H (-0.447, -1.676, -1.953)  0.44
H (-2.606, -0.626, -1.481)  0.21
H (-2.358, 0.607, 0.954)  0.22
H (0.085, -0.145, 1.900)  0.22
H (1.213, -1.596, -0.021)  0.21
N (-0.001, -2.637, 3.780)  -0.51
C (0.147, -3.338, 4.944)  -0.08
C (0.114, -4.665, 4.657)  -0.31
C (-0.056, -4.788, 3.243)  -0.30
C (-0.130, -3.502, 2.739)  -0.08
H (-0.008, -1.639, 3.684)  0.41
H (0.170, -2.855, 5.908)  0.21
H (0.178, -5.438, 5.404)  0.22
H (-0.192, -5.708, 2.699)  0.22
H (-0.257, -3.192, 1.718)  0.22
N (-1.588, 4.722, 0.235)  -0.42
C (-2.013, 5.756, -0.486)  0.03
C (-2.913, 5.633, -1.531)  -0.26
C (-3.308, 4.346, -1.895)  -0.17
C (-2.877, 3.270, -1.132)  -0.26
C (-1.990, 3.498, -0.091)  0.03
H (-1.625, 6.724, -0.186)  0.19
H (-3.280, 6.505, -2.055)  0.22
H (-3.976, 4.238, -2.739)  0.21
H (-3.219, 2.299, -1.470)  0.22
H (-1.636, 2.737, 0.591)  0.20
N (0.085, -2.169, -3.996)  -0.45
C (-0.846, -2.250, -4.942)  0.04
C (-0.958, -1.365, -6.009)  -0.25
C (0.001, -0.370, -6.170)  -0.16
C (1.031, -0.341, -5.237)  -0.25
C (1.023, -1.228, -4.170)  0.03
H (-1.555, -3.067, -4.882)  0.20
H (-1.751, -1.505, -6.731)  0.22
H (-0.190, 0.335, -6.967)  0.23
H (1.839, 0.367, -5.366)  0.23
H (1.768, -1.167, -3.388)  0.20
N (3.815, 0.544, 4.314)  -0.42
C (3.814, 1.738, 3.695)  0.03
C (3.375, 1.945, 2.396)  -0.26
C (2.869, 0.826, 1.712)  -0.17
C (2.851, -0.385, 2.353)  -0.27
C (3.383, -0.504, 3.634)  0.04
H (4.316, 2.540, 4.222)  0.19
H (3.507, 2.862, 1.840)  0.22
H (2.535, 0.831, 0.682)  0.22
H (2.544, -1.265, 1.802)  0.22
H (3.331, -1.445, 4.170)  0.20

Calculated values
Total charge ... 0
LUMO ... 0.45 eV
HOMO energy ... -0.295 hartree
SMILES string ... c1cc[nH]c1.c1cc[nH]c1.c1ccncc1.c1ccncc1.c1ccncc1
HOMO-LUMO gap ... 8.482 eV



The following is a DFT calculation (ωB97M-V/def2-TZVPD) of C35H33ClCoN4S2Si2 as an isolated structure.

Each line ends with the Mulliken spin population.
Geometry (Å):
C (3.193, -2.900, 2.124)  0.13
C (2.870, -3.257, 0.789)  0.09
C (3.298, -2.204, -0.060)  0.06
H (2.484, -4.214, 0.456)  0.00
C (3.943, -1.231, 0.749)  0.12
C (3.874, -1.655, 2.095)  0.03
H (4.396, -1.193, 2.922)  -0.01
H (3.056, -3.521, 3.001)  0.00
H (3.284, -2.215, -1.146)  -0.01
H (4.495, -0.364, 0.401)  -0.01
Co (2.004, -1.447, 1.239)  1.85
Si (-2.655, 0.379, 1.217)  0.29
C (-3.450, -0.226, -0.344)  -0.07
C (-4.087, 0.623, -1.262)  -0.02
H (-4.268, 1.671, -1.010)  0.00
C (-4.465, 0.139, -2.517)  0.00
H (-4.926, 0.819, -3.235)  0.00
C (-4.227, -1.192, -2.868)  0.00
H (-4.482, -1.552, -3.865)  0.00
C (-3.656, -2.061, -1.934)  0.02
H (-3.477, -3.109, -2.186)  0.00
C (-3.324, -1.589, -0.665)  0.05
H (-2.942, -2.295, 0.084)  0.01
C (-0.808, 0.191, 1.060)  0.28
C (-0.274, -0.615, 0.021)  0.22
H (-0.957, -1.132, -0.650)  -0.04
C (1.142, -0.685, -0.304)  -0.19
H (1.430, -1.125, -1.256)  -0.07
C (2.011, 0.341, 0.345)  0.09
H (2.925, 0.694, -0.143)  -0.01
C (1.398, 1.180, 1.355)  0.34
H (1.968, 2.039, 1.715)  -0.03
C (0.082, 0.994, 1.800)  -0.02
H (-0.311, 1.621, 2.605)  -0.03
H (-2.910, -0.677, 2.492)  0.38
Si (0.532, 1.072, -0.465)  -0.09
C (0.883, 2.977, -0.765)  0.00
C (1.760, 3.347, -1.782)  0.04
H (2.232, 2.582, -2.404)  0.01
C (2.013, 4.701, -2.034)  0.01
H (2.675, 4.989, -2.850)  0.00
C (1.414, 5.686, -1.238)  0.00
H (1.610, 6.742, -1.432)  0.00
C (0.564, 5.311, -0.193)  -0.01
H (0.099, 6.071, 0.437)  0.00
C (0.302, 3.956, 0.046)  0.01
H (-0.376, 3.680, 0.856)  0.01
C (-0.327, 0.978, -2.244)  0.04
C (-0.219, -0.145, -3.076)  -0.02
H (0.392, -1.013, -2.822)  0.00
C (-0.889, -0.187, -4.301)  -0.01
H (-0.803, -1.084, -4.918)  0.00
C (-1.658, 0.898, -4.723)  0.01
H (-2.157, 0.873, -5.692)  0.00
C (-1.804, 2.006, -3.881)  0.00
H (-2.424, 2.853, -4.179)  0.00
C (-1.170, 2.017, -2.635)  0.01
H (-1.334, 2.872, -1.977)  0.00
H (-3.468, 0.016, 2.349)  0.21
Cl (-3.083, 2.384, 1.379)  0.11
N (0.065, -3.501, -0.837)  0.00
C (-0.185, -3.448, 0.486)  0.00
N (0.473, -2.691, 1.375)  0.07
C (-0.206, -2.652, 2.603)  -0.02
C (-1.357, -3.406, 2.621)  0.07
S (-1.594, -4.243, 1.144)  0.00
C (0.332, -1.706, 3.530)  -0.07
C (-0.163, -1.214, 4.717)  0.09
S (0.793, 0.076, 5.310)  0.01
C (1.873, -0.107, 3.954)  -0.03
N (1.483, -1.039, 3.071)  0.07
N (2.917, 0.722, 3.810)  0.00
H (-0.506, -4.131, -1.388)  0.00
H (1.002, -3.307, -1.178)  0.00
H (-2.015, -3.467, 3.477)  0.01
H (-1.078, -1.578, 5.167)  0.00
H (3.193, 1.284, 4.606)  0.00
H (3.573, 0.594, 3.048)  0.00

Calculated values
2S+1 ... 5
Total charge ... +1
LUMO (alpha / beta) ... -3.01 / -3.13 eV
HOMO energy (alpha / beta) ... -0.302 / -0.384 hartree
HOMO-LUMO gap (alpha / beta) ... 5.194 / 7.312 eV



Which max |F| belongs to each record? In order, 3.6 1.9 9.3 eV/A.
Which ΔE to the lowest compared entry with this formula, charge and spin belongs to each record? In order, 0.0961 2.3774 7.1878 eV.